No. 1
{
  "formula": "C21H43ClN5O2",
  "method": "ωB97M-V/def2-TZVPD",
  "symbols": ["N", "C", "N", "C", "C", "N", "Cl", "H", "H", "H", "H", "H", "H", "H", "C", "C", "C", "C", "C", "C", "N", "O", "C", "C", "C", "H", "H", "H", "H", "H", "H", "H", "H", "H", "H", "H", "H", "H", "H", "H", "H", "H", "H", "C", "C", "C", "C", "C", "C", "N", "O", "C", "C", "C", "H", "H", "H", "H", "H", "H", "H", "H", "H", "H", "H", "H", "H", "H", "H", "H", "H", "H"],
  "coordinates": [[1.58920, -1.78005, -5.48470], [0.29872, -1.79628, -5.87571], [-0.40915, -2.92463, -6.32992], [-1.79820, -2.53472, -5.91081], [-1.83861, -1.06138, -6.28712], [-0.48142, -0.73626, -5.77043], [0.13642, 0.82575, -5.91621], [1.80773, -1.69605, -4.50181], [2.34553, -1.94505, -6.12881], [-0.39684, -2.90884, -7.35596], [-1.74325, -2.54910, -4.82445], [-2.58297, -3.18308, -6.28393], [-2.62571, -0.47953, -5.81702], [-1.79232, -0.91837, -7.37126], [-1.89282, -0.58139, -0.56427], [-0.70559, -1.33051, -1.18371], [-1.18161, -2.61730, -1.85786], [-1.54540, -3.72932, -0.87666], [-0.38790, -3.99519, 0.08522], [0.08385, -2.74244, 0.82659], [0.34424, -1.64477, -0.17031], [1.49390, -1.78082, -0.73063], [-0.95826, -2.33028, 1.88216], [1.37685, -3.02786, 1.57846], [-0.09168, -0.37961, -2.20494], [-2.45538, -1.16708, 0.15342], [-1.54971, 0.32648, -0.06657], [-2.58891, -0.29302, -1.35385], [-0.38436, -2.98664, -2.51869], [-2.04123, -2.37294, -2.48812], [-2.45378, -3.46893, -0.32921], [-1.77470, -4.64145, -1.43021], [-0.67631, -4.74228, 0.82645], [0.45196, -4.41653, -0.47649], [-0.80194, -1.30724, 2.22453], [-0.85589, -2.98320, 2.74748], [-1.98690, -2.43045, 1.54384], [2.15452, -3.41369, 0.92470], [1.17310, -3.77516, 2.34464], [1.74985, -2.12766, 2.06546], [0.30979, 0.50620, -1.71364], [-0.86506, -0.05861, -2.90850], [0.71705, -0.84438, -2.76707], [2.67956, 2.87331, 2.09267], [1.30060, 2.21290, 2.21905], [0.26297, 2.97109, 1.38600], [-0.16001, 4.30345, 2.00313], [-0.63326, 4.10644, 3.44315], [0.39220, 3.39145, 4.32584], [0.84800, 2.13490, 3.64458], [0.02018, 1.16884, 3.82198], [1.56931, 4.32936, 4.64012], [-0.23469, 3.01478, 5.66211], [1.45348, 0.79532, 1.69153], [2.70072, 3.91831, 2.38038], [3.41319, 2.33878, 2.69706], [2.99963, 2.82528, 1.05133], [-0.62576, 2.33973, 1.27252], [0.67142, 3.12499, 0.38377], [0.66329, 5.02078, 1.96016], [-0.97031, 4.73549, 1.41331], [-0.87040, 5.06877, 3.90175], [-1.56018, 3.52436, 3.43460], [2.42779, 3.76720, 5.00825], [1.26655, 5.02687, 5.42021], [1.88664, 4.93349, 3.79475], [-1.13289, 2.41649, 5.53699], [-0.50393, 3.92950, 6.19026], [0.46837, 2.45315, 6.27768], [2.12979, 0.21294, 2.31777], [1.87007, 0.82722, 0.68305], [0.50090, 0.27848, 1.64191]],
  "atomic_forces_ev_per_a": [[0.0, 0.2, -0.4], [0.3, 0.0, 0.3], [-0.4, 0.5, 0.1], [0.4, 0.4, 0.1], [0.1, -0.3, 0.1], [0.0, -0.1, -0.5], [-0.1, 0.0, 0.5], [0.0, 0.5, 0.0], [-0.1, -0.6, 0.1], [0.3, -0.5, 0.0], [-0.5, -0.4, 0.2], [0.1, 0.0, -0.2], [0.2, 0.1, 0.0], [-0.3, 0.2, 0.0], [0.0, 0.0, 0.1], [-0.6, 0.7, 0.2], [0.2, -0.3, -0.1], [0.1, 0.1, 0.1], [0.0, -0.1, -0.3], [-0.4, 0.2, 0.8], [0.3, -1.2, -0.8], [0.2, 0.4, 0.2], [-0.1, 0.1, -0.1], [0.2, -0.1, -0.1], [0.0, 0.0, -0.2], [0.0, 0.0, 0.0], [0.0, 0.0, 0.0], [0.1, 0.0, 0.0], [0.0, 0.0, 0.1], [-0.1, 0.0, 0.0], [0.0, 0.0, 0.0], [0.0, 0.0, 0.0], [0.0, 0.0, 0.0], [0.0, 0.1, 0.0], [0.0, 0.0, 0.0], [0.0, 0.0, 0.0], [0.0, 0.0, 0.0], [0.0, 0.0, 0.0], [0.0, 0.0, 0.0], [0.0, 0.0, 0.0], [0.0, 0.0, 0.0], [-0.1, 0.0, 0.1], [0.0, 0.0, 0.1], [0.0, 0.1, 0.1], [0.8, 0.1, -0.2], [-0.3, 0.1, 0.1], [0.1, -0.1, 0.1], [-0.1, 0.0, -0.3], [0.5, 0.5, 0.4], [-1.1, 0.1, -0.5], [0.2, -0.2, 0.2], [0.1, 0.0, -0.1], [-0.2, -0.1, 0.0], [-0.1, -0.1, -0.1], [0.0, 0.0, 0.0], [0.0, 0.0, 0.0], [0.0, -0.1, 0.0], [0.0, 0.0, 0.1], [0.0, 0.0, 0.0], [0.0, 0.0, 0.0], [0.0, 0.0, 0.0], [0.0, 0.0, 0.0], [0.0, -0.1, 0.0], [0.0, 0.0, 0.0], [0.0, 0.0, 0.0], [0.0, 0.0, 0.0], [0.0, 0.0, 0.0], [0.0, 0.0, 0.0], [0.0, 0.0, 0.0], [0.0, 0.0, 0.0], [0.0, 0.0, 0.0], [0.0, 0.0, 0.0]],
  "homo_energy_ev": [-9.7, -10.8],
  "s_squared": 2.0082,
  "charge": 1,
  "total_energy_ha": -1709.99058,
  "lumo_ha": [-0.17557, -0.17557],
  "multiplicity": 3,
  "gap_ev": [4.93, 6.03]
}

No. 2
{
  "formula": "C5H11N2O",
  "method": "ωB97M-V/def2-TZVPD",
  "symbols": ["C", "C", "C", "C", "N", "C", "N", "H", "H", "H", "H", "H", "H", "H", "H", "H", "H", "H", "O"],
  "coordinates": [[-1.41304, 1.65987, -1.22098], [-1.27588, 0.25663, -0.69341], [0.20704, 0.21271, -0.23850], [0.74338, 0.79245, 0.89736], [2.14707, 0.41617, 0.96948], [2.34556, -0.40550, -0.05951], [1.20782, -0.56522, -0.83992], [-1.44432, 2.34142, -0.27737], [-2.28656, 1.87636, -1.83176], [-0.57620, 1.95430, -1.88507], [-1.42664, -0.49431, -1.46582], [-1.85016, 0.10992, 0.25134], [0.35732, 1.40326, 1.75449], [2.87525, 0.89940, 1.63362], [3.31353, -0.89283, -0.37158], [0.88517, -1.46613, -1.23832], [-3.16989, -2.34017, 0.35473], [-3.08262, -1.61027, 1.65925], [-2.59017, -1.97932, 1.04998]],
  "atomic_forces_ev_per_a": [[-0.1, 2.2, 0.8], [2.0, 0.2, 1.0], [-0.7, -0.3, 1.8], [1.1, 0.2, 0.3], [-1.0, 0.8, -0.5], [1.1, -1.1, -1.3], [0.3, 0.6, 2.6], [0.2, -0.8, -1.9], [-0.4, -0.3, 0.3], [-0.2, -0.1, 0.6], [-0.3, -0.2, 0.3], [0.1, -0.3, -1.3], [0.2, -0.7, -1.4], [-1.8, -1.6, -1.9], [-1.3, 0.7, 0.7], [0.9, 0.9, -0.2], [0.3, 0.3, 0.7], [-4.2, 2.8, 4.9], [3.8, -3.2, -5.4]],
  "homo_energy_ev": -13.8,
  "charge": 1,
  "total_energy_ha": -381.59562,
  "lumo_ha": -0.12942,
  "relative_energy_kcal_mol": 42.9,
  "gap_ev": 10.33
}

No. 3
{
  "formula": "C4H8N2Si",
  "method": "ωB97M-V/def2-TZVPD",
  "symbols": ["C", "C", "C", "C", "N", "N", "Si", "H", "H", "H", "H", "H", "H", "H", "H"],
  "coordinates": [[0.90324, -0.48030, -1.13381], [1.27199, -1.47511, -1.93948], [-0.61099, -2.19337, -0.97967], [0.18090, 1.84599, 2.18833], [-0.25830, -0.91690, -0.52115], [0.44935, -2.46297, -1.87493], [-1.53747, 2.11706, 1.95661], [1.20796, 0.49916, -1.09563], [1.99858, -1.53082, -2.67130], [0.67270, 1.12223, 1.72727], [-0.80972, -0.32484, 0.15070], [0.88051, 2.80030, 2.38258], [0.44959, -3.35581, -2.38816], [-2.46843, 1.07044, 1.54646], [-2.32992, 3.28496, 2.65217]],
  "atomic_forces_ev_per_a": [[-1.1, -0.8, 0.3], [2.6, 2.3, -1.0], [0.4, 0.6, 0.3], [-2.0, 6.0, 1.4], [-0.7, -1.0, -0.2], [-5.0, -3.0, 2.0], [0.8, 1.0, 1.5], [0.9, 1.9, 0.3], [1.8, 0.4, -1.0], [2.1, -3.4, -1.8], [0.8, -1.4, -1.2], [-1.8, -2.3, -0.1], [0.2, 1.1, 0.5], [0.0, -0.3, -0.2], [0.9, -1.0, -0.8]],
  "homo_energy_ev": -8.5,
  "total_energy_ha": -556.04974,
  "lumo_ha": -0.00452,
  "relative_energy_kcal_mol": 89.1,
  "gap_ev": 8.39
}

| no. | maximum force (eV Å⁻¹) | molecular weight (g mol⁻¹) |
| --- | --- | --- |
| 1 | 1.51 | 433.06 |
| 2 | 7.36 | 115.16 |
| 3 | 6.52 | 112.21 |